{"formula": "C78H181N11O18", "method": "ωB97M-V/def2-TZVPD", "elements": ["C", "C", "C", "C", "C", "C", "N", "O", "C", "C", "C", "H", "H", "H", "H", "H", "H", "H", "H", "H", "H", "H", "H", "H", "H", "H", "H", "H", "H", "H", "C", "C", "C", "C", "C", "C", "N", "O", "C", "C", "C", "H", "H", "H", "H", "H", "H", "H", "H", "H", "H", "H", "H", "H", "H", "H", "H", "H", "H", "H", "C", "C", "C", "C", "C", "C", "N", "O", "C", "C", "C", "H", "H", "H", "H", "H", "H", "H", "H", "H", "H", "H", "H", "H", "H", "H", "H", "H", "H", "H", "C", "C", "C", "C", "C", "C", "N", "O", "C", "C", "C", "H", "H", "H", "H", "H", "H", "H", "H", "H", "H", "H", "H", "H", "H", "H", "H", "H", "H", "H", "C", "O", "C", "C", "N", "C", "C", "O", "C", "H", "H", "H", "H", "H", "H", "H", "H", "H", "H", "H", "H", "H", "H", "H", "C", "O", "C", "C", "N", "C", "C", "O", "C", "H", "H", "H", "H", "H", "H", "H", "H", "H", "H", "H", "H", "H", "H", "H", "C", "O", "C", "C", "N", "C", "C", "O", "C", "H", "H", "H", "H", "H", "H", "H", "H", "H", "H", "H", "H", "H", "H", "H", "C", "O", "C", "C", "N", "C", "C", "O", "C", "H", "H", "H", "H", "H", "H", "H", "H", "H", "H", "H", "H", "H", "H", "H", "C", "O", "C", "C", "N", "C", "C", "O", "C", "H", "H", "H", "H", "H", "H", "H", "H", "H", "H", "H", "H", "H", "H", "H", "C", "O", "C", "C", "N", "C", "C", "O", "C", "H", "H", "H", "H", "H", "H", "H", "H", "H", "H", "H", "H", "H", "H", "H", "C", "O", "C", "C", "N", "C", "C", "O", "C", "H", "H", "H", "H", "H", "H", "H", "H", "H", "H", "H", "H", "H", "H", "H"], "coordinates": [[-5.481497, -1.737845, 0.285950], [-5.580217, -0.664665, -0.832710], [-7.076437, -0.336575, -0.723010], [-7.600597, 0.888195, -1.504560], [-6.726207, 2.070705, -1.091290], [-5.174087, 1.842365, -1.264040], [-4.832137, 0.596685, -0.536890], [-3.580527, 0.335275, -0.301520], [-4.653687, 1.920265, -2.714880], [-4.584867, 3.044315, -0.446500], [-5.227947, -1.160175, -2.244660], [-5.595907, -2.762985, -0.066330], [-6.046647, -1.683175, 1.216390], [-4.512577, -1.796405, 0.781790], [-7.728007, -1.116395, -1.117270], [-7.436447, -0.152515, 0.289220], [-8.671507, 1.073775, -1.422010], [-7.408337, 0.717855, -2.563860], [-6.892537, 2.356015, -0.052530], [-7.170297, 2.871865, -1.682070], [-5.330307, 1.406725, -3.397940], [-4.713447, 2.967945, -3.009650], [-3.670517, 1.502605, -2.931740], [-4.853077, 3.087295, 0.609110], [-3.494957, 3.057415, -0.440770], [-4.897207, 3.967785, -0.934070], [-4.141827, -1.207485, -2.323340], [-5.686847, -0.538055, -3.013100], [-5.488267, -2.218605, -2.237620], [-3.209587, 0.148185, -1.166970], [-4.842007, 1.837835, 5.354130], [-5.424367, 2.419275, 4.098900], [-6.680497, 3.293555, 4.340790], [-6.564127, 4.765655, 4.872920], [-5.583527, 5.513845, 3.863900], [-4.247707, 4.794815, 3.669070], [-4.514247, 3.362975, 3.272840], [-3.378537, 2.702805, 2.836130], [-3.721777, 5.502765, 2.381910], [-3.132437, 4.937655, 4.739790], [-5.923017, 1.143235, 3.268010], [-3.958757, 2.358915, 5.723520], [-4.582287, 0.779725, 5.386630], [-5.605177, 1.882375, 6.131100], [-7.228977, 3.398665, 3.404720], [-7.202427, 2.753255, 5.130590], [-6.109777, 4.893865, 5.855380], [-7.479587, 5.353855, 4.936570], [-5.427887, 6.413735, 4.458960], [-6.139707, 5.653295, 2.936900], [-3.654897, 6.588725, 2.447610], [-2.691217, 5.167705, 2.264500], [-4.272927, 5.214205, 1.486890], [-3.530057, 4.565165, 5.683860], [-2.181347, 4.494935, 4.443930], [-2.977797, 6.010035, 4.858860], [-5.236957, 0.429595, 2.811770], [-6.726987, 1.288995, 2.546560], [-6.411717, 0.546205, 4.037960], [-3.595047, 2.484915, 1.926600], [-0.826547, 2.487395, 0.067520], [0.371373, 1.573595, 0.496280], [-0.174257, 0.510895, 1.479120], [0.865443, -0.602385, 1.755750], [1.402473, -1.269705, 0.500370], [2.067693, -0.291985, -0.581560], [0.944283, 0.841455, -0.633040], [1.114643, 1.606075, -1.755220], [3.392723, 0.131515, -0.037470], [2.257943, -1.099455, -1.891290], [1.382773, 2.531755, 1.238600], [-1.498657, 2.637485, 0.912410], [-1.461247, 1.935925, -0.626120], [-0.614667, 3.504665, -0.261650], [-0.352307, 1.029035, 2.421420], [-1.141687, 0.146245, 1.133840], [0.243193, -1.292375, 2.325690], [1.590683, -0.281075, 2.503330], [0.617253, -1.753895, -0.080220], [1.993153, -2.153355, 0.741910], [3.833603, 1.057055, -0.407720], [3.405583, 0.295785, 1.040000], [4.074923, -0.694775, -0.237360], [2.635223, -0.457085, -2.686970], [2.791013, -2.043575, -1.779150], [1.405143, -1.607385, -2.341660], [0.985033, 2.795895, 2.218460], [1.365243, 3.445975, 0.645310], [2.347143, 2.069005, 1.448240], [1.502433, 2.408505, -1.398390], [-0.962227, -3.266175, -4.465550], [-0.178777, -4.619225, -4.379060], [-1.207367, -5.712405, -4.292600], [-1.672757, -6.240205, -5.664330], [-0.487277, -6.772305, -6.440320], [0.464773, -5.608895, -6.810710], [0.772083, -4.793665, -5.606670], [1.671113, -3.783025, -5.893700], [1.800883, -6.149985, -7.352320], [-0.178127, -4.573025, -7.865750], [0.824563, -4.647625, -3.190620], [-0.205257, -2.497275, -4.620080], [-1.342707, -2.895725, -3.513660], [-1.800767, -3.304765, -5.160870], [-0.674177, -6.491275, -3.747460], [-2.043367, -5.392255, -3.670750], [-2.083547, -5.295995, -6.021850], [-2.494767, -6.956015, -5.659970], [-0.787987, -7.419255, -7.264410], [0.059683, -7.342645, -5.689550], [2.226133, -6.763395, -6.557970], [1.687843, -6.816815, -8.207100], [2.499553, -5.362205, -7.634050], [-1.007397, -3.932225, -7.566110], [0.645033, -4.060305, -8.363380], [-0.443617, -5.053025, -8.807670], [1.601023, -3.895505, -3.050890], [1.378543, -5.570315, -3.017810], [0.141133, -4.746575, -2.347270], [1.101953, -3.027415, -6.057140], [4.193083, -9.323705, -0.118760], [4.068503, -9.621315, 1.176670], [4.275423, -8.436365, 1.976520], [3.197643, -7.381215, 2.214920], [2.676403, -6.544705, 1.187310], [3.385153, -5.264035, 0.851790], [4.152383, -5.291635, -0.419290], [3.476743, -5.797995, -1.562240], [4.213633, -5.736375, -2.806800], [5.000793, -8.613225, -0.294630], [3.288093, -8.880555, -0.534340], [4.424353, -10.276525, -0.594940], [5.214113, -7.899565, 1.839400], [4.524223, -8.896175, 2.932950], [3.480153, -6.781525, 3.080170], [2.297493, -7.874055, 2.582250], [2.485153, -7.158345, 0.408230], [4.044653, -4.806255, 1.589090], [2.549273, -4.588615, 0.669540], [5.158813, -5.668165, -0.236470], [4.367903, -4.233615, -0.568400], [3.610523, -5.666355, -3.712040], [4.857473, -6.598675, -2.980050], [4.842483, -4.848975, -2.735000], [1.818323, 6.678465, 4.260010], [0.975303, 7.112805, 5.379700], [-0.392467, 7.388845, 5.050620], [-0.517887, 8.893495, 4.611360], [-1.655897, 9.663965, 5.144600], [-1.670207, 9.582315, 6.629770], [-0.406347, 9.600665, 7.538750], [-0.280567, 10.785715, 8.254510], [1.017383, 11.233705, 8.706590], [2.803673, 6.472495, 4.678080], [1.846473, 7.524425, 3.573240], [1.692913, 5.711945, 3.771930], [-0.827797, 7.204415, 6.032740], [-0.858287, 6.755645, 4.295530], [-0.595467, 8.956365, 3.525940], [0.450703, 9.378765, 4.731530], [-1.592117, 10.631285, 4.861210], [-2.153307, 8.626345, 6.831860], [-2.439657, 10.245825, 7.024480], [0.400033, 9.534535, 6.808360], [-0.280257, 8.689155, 8.123000], [1.555043, 11.605085, 7.834180], [1.572423, 10.354385, 9.033430], [0.889143, 11.928225, 9.536830], [1.570053, -3.626325, 4.123680], [2.149513, -2.343125, 3.957360], [3.252303, -2.103215, 4.811710], [4.081543, -0.835435, 4.392600], [3.440863, 0.506985, 4.379530], [2.668803, 0.848975, 5.596140], [1.852643, 2.188705, 5.370840], [1.470493, 2.637755, 6.697600], [0.972923, 4.026235, 6.652250], [0.946283, -3.724465, 3.235210], [0.972673, -3.704965, 5.032010], [2.346633, -4.388805, 4.063290], [3.934403, -2.952345, 4.769060], [2.841953, -2.033815, 5.819130], [4.344463, -1.058585, 3.358590], [4.997323, -0.876795, 4.982290], [2.862343, 0.584765, 3.555290], [3.451653, 0.967995, 6.345200], [1.971663, 0.054925, 5.863710], [1.070183, 2.133915, 4.613970], [2.643553, 2.785125, 4.916050], [1.855663, 4.640075, 6.831310], [0.270333, 4.185305, 7.470280], [0.523483, 4.268315, 5.689180], [5.703993, 3.691495, -0.736280], [6.570753, 3.739315, 0.386520], [6.034133, 4.162335, 1.616190], [5.219653, 2.968655, 2.227310], [5.927753, 2.168085, 3.226480], [7.083593, 1.535205, 2.703500], [7.685013, 0.395955, 3.633210], [7.055153, -0.911215, 3.460110], [7.305503, -1.991815, 4.385690], [5.923153, 4.704395, -1.074040], [4.641603, 3.452425, -0.688620], [6.162933, 2.987555, -1.430500], [5.487623, 5.104425, 1.572700], [6.915263, 4.438835, 2.195190], [4.962573, 2.281095, 1.421540], [4.317423, 3.417915, 2.642340], [5.288033, 1.484795, 3.605930], [7.820433, 2.337455, 2.663960], [7.020453, 1.307835, 1.639350], [7.690883, 0.690855, 4.682540], [8.730293, 0.334845, 3.330290], [7.710823, -1.723375, 5.361270], [7.842183, -2.874845, 4.038800], [6.336763, -2.476255, 4.508030], [7.690023, -2.284785, -5.079210], [6.724213, -1.647545, -5.871110], [5.854923, -2.439485, -6.645880], [4.608013, -1.755515, -7.034980], [4.670323, -0.658335, -8.036550], [3.362403, -0.122355, -8.314430], [3.563083, 1.301155, -8.806540], [3.828043, 2.076805, -7.580070], [3.753603, 3.433925, -7.504320], [8.168673, -1.586245, -4.392890], [8.574673, -2.660485, -5.593360], [7.350713, -3.159955, -4.525100], [5.573543, -3.329575, -6.083160], [6.333723, -2.679285, -7.595280], [4.244343, -1.365425, -6.084370], [3.822803, -2.470655, -7.280160], [5.206453, 0.116855, -7.673580], [2.734473, 0.015815, -7.434250], [2.838753, -0.793995, -8.994710], [2.718473, 1.589075, -9.432500], [4.445463, 1.415055, -9.436250], [4.522893, 4.000435, -8.029070], [3.633793, 3.696215, -6.453160], [2.800123, 3.514755, -8.026280], [-0.714377, 0.998405, -4.400180], [-1.775467, 0.138705, -4.964460], [-2.124487, 0.614455, -6.266690], [-3.260397, -0.079415, -6.871410], [-4.587447, 0.523905, -6.574180], [-5.573717, -0.219335, -7.373470], [-6.976717, 0.044275, -6.883670], [-7.028367, -0.270055, -5.445510], [-7.016227, -1.681385, -4.986520], [0.220073, 0.940235, -4.958320], [-0.432907, 0.667335, -3.400550], [-0.846767, 2.078625, -4.460990], [-1.248927, 0.522375, -6.909360], [-2.333767, 1.672125, -6.426790], [-3.362547, -1.060045, -6.406630], [-3.182327, -0.227605, -7.948460], [-4.912447, 0.597415, -5.620720], [-5.447197, -1.298245, -7.463170], [-5.418957, 0.050595, -8.418120], [-7.711257, -0.519015, -7.459220], [-7.401737, 1.019765, -7.120040], [-7.251717, -1.755305, -3.924840], [-6.037777, -2.159015, -5.037470], [-7.690177, -2.315225, -5.562840], [-0.795027, -0.152335, 5.043950], [-1.645857, -1.302745, 4.973550], [-2.607867, -1.210005, 3.960200], [-3.200687, -2.611625, 3.682540], [-2.376497, -3.667235, 3.123070], [-1.824717, -3.352595, 1.742800], [-0.938977, -4.554685, 1.383430], [-1.626847, -5.654885, 0.732590], [-1.118957, -6.935895, 0.818380], [-0.214217, -0.029465, 4.129800], [-0.126517, -0.348815, 5.882160], [-1.480407, 0.689585, 5.141580], [-2.105327, -0.964675, 3.024590], [-3.452767, -0.553925, 4.169520], [-4.090567, -2.650665, 3.054310], [-3.427547, -3.059185, 4.650180], [-2.801977, -4.580635, 3.053950], [-1.282357, -2.409665, 1.812250], [-2.523307, -3.178235, 0.924460], [-0.447487, -4.920115, 2.285090], [-0.087447, -4.218705, 0.791730], [-1.293347, -7.309245, 1.827480], [-0.076777, -7.147815, 0.579510], [-1.757147, -7.649075, 0.296670]], "forces_ev_per_a": [[2.2, -0.7, 0.6], [-1.8, 1.1, 0.7], [-2.3, 1.0, -1.2], [2.2, -0.4, 0.0], [-0.5, -0.3, -0.7], [-0.1, 0.7, 1.3], [-5.7, -0.1, 0.9], [3.9, 0.0, 0.2], [-1.1, 0.1, -0.2], [0.7, -0.4, -0.6], [0.4, -0.8, 1.5], [-0.3, 0.1, -0.4], [-1.0, 0.8, -0.5], [0.7, 0.3, -0.6], [0.5, -0.9, 0.2], [0.6, -0.3, 0.3], [0.1, -0.1, 0.4], [-0.2, 0.0, -0.3], [0.0, -0.2, 0.1], [0.9, 0.7, -0.2], [-0.1, -0.1, 0.0], [0.4, 0.0, -0.1], [0.2, 0.2, 0.4], [-0.6, -0.3, -0.1], [0.2, -0.1, -0.3], [-0.1, 0.1, 0.1], [0.2, 0.3, -0.4], [0.2, -0.4, 0.1], [-0.5, 0.0, -0.7], [1.1, -0.3, -0.5], [0.6, 0.1, 1.7], [0.5, 1.1, -2.6], [-0.5, 0.7, 1.5], [2.3, -0.3, -1.5], [-1.3, -1.0, 3.1], [0.5, -0.4, -1.9], [-2.3, -0.3, 0.6], [1.0, -0.2, 0.3], [1.2, -0.8, 0.2], [-1.7, 0.7, 0.0], [-0.6, 0.5, 0.7], [-0.1, 0.2, 0.0], [0.1, 0.0, -0.8], [0.0, 0.3, 0.3], [-0.2, -0.5, 0.1], [-0.8, -0.3, -0.5], [0.1, -0.6, 0.2], [-0.4, -0.6, -0.3], [0.4, 0.7, -0.9], [0.4, 0.2, -0.1], [-0.4, 0.0, 0.3], [0.2, -0.1, -0.4], [-0.2, 0.0, 0.1], [0.5, -0.2, 0.2], [-0.3, -0.3, 0.0], [0.1, 0.1, 0.2], [0.7, 0.6, 0.1], [0.2, 0.7, -0.2], [-0.1, -0.1, 0.2], [0.2, -0.2, -0.3], [-0.2, -1.0, 0.2], [0.1, 0.4, 1.1], [1.3, 0.7, -0.3], [-1.7, 0.2, -0.1], [0.1, 0.1, -1.1], [-2.8, -0.4, 2.3], [0.4, -3.3, -0.3], [0.3, 1.3, -0.7], [1.1, 0.4, 0.4], [-1.0, 0.5, -0.5], [-0.9, -0.6, -0.2], [0.3, -0.1, 0.5], [0.2, 0.2, -0.4], [0.4, -0.2, -0.4], [-0.2, 0.1, 0.0], [0.1, -0.3, -0.2], [0.5, -0.6, 0.1], [0.3, 0.0, -0.5], [-0.7, 0.3, 0.2], [0.8, 0.3, 0.2], [-0.1, 0.0, -0.7], [-0.3, -0.3, 0.2], [0.3, 0.2, 0.0], [0.5, -0.2, 0.1], [1.2, 0.5, 0.6], [-1.1, 0.8, 0.3], [-0.3, 0.1, 0.0], [0.9, 0.2, 0.1], [0.1, 0.3, -0.5], [0.5, 0.6, -0.5], [1.4, -0.1, 0.7], [2.2, 2.0, -1.6], [0.7, -2.1, 0.3], [-0.3, 1.3, 0.7], [0.4, 1.2, 0.8], [-0.9, 2.0, -1.1], [-1.3, -2.9, 1.0], [-0.3, 0.4, 0.6], [-0.3, -0.2, 0.2], [1.1, -1.7, -1.1], [-1.4, -0.8, 0.9], [-0.3, 0.4, -0.9], [-0.3, -0.7, 0.4], [0.4, 0.3, -0.3], [-0.4, -0.6, 0.1], [0.0, 0.1, 0.0], [-0.2, -0.2, -1.2], [0.1, 0.0, 0.5], [0.3, 0.3, -0.2], [0.2, -0.6, -0.2], [0.2, 0.1, 0.1], [-0.3, 0.1, -0.2], [-0.1, 0.0, 0.2], [0.3, 0.0, 0.3], [0.2, 1.0, 0.9], [-0.9, -0.8, 0.2], [-0.6, 0.5, -0.4], [-0.1, -0.4, -1.0], [0.1, 0.9, 0.8], [0.1, 0.7, -0.4], [0.3, -0.2, -2.8], [-0.1, 1.7, 3.3], [0.6, -0.7, 1.9], [-1.2, -1.1, 1.0], [1.1, 1.0, 0.0], [-2.3, -1.4, -1.1], [1.3, 1.2, -0.9], [-0.2, -0.6, -0.2], [0.5, 0.5, 1.0], [0.3, 0.1, -0.2], [-0.2, 0.0, -0.4], [-0.1, 0.2, -0.6], [0.4, -0.2, -1.4], [-0.6, 0.1, 0.5], [0.5, 0.1, 0.0], [0.0, -0.6, 0.3], [0.0, 0.8, -0.6], [-0.2, -0.6, 0.5], [0.0, 0.5, 0.2], [0.1, -1.0, -0.4], [0.1, 0.5, -0.5], [-0.7, 0.2, 0.5], [0.1, -0.2, 0.5], [0.2, 0.1, -0.4], [0.3, 1.0, 1.3], [0.6, -1.7, -1.7], [0.5, 1.5, 0.7], [-0.1, 0.0, -1.2], [1.1, -0.6, 1.5], [-1.4, -0.9, 0.9], [0.9, 0.3, -2.2], [-0.5, 1.3, 1.1], [-0.8, -1.8, -1.0], [0.2, 0.8, 0.3], [0.3, -0.3, -0.4], [-1.5, 0.0, -0.1], [-0.7, 0.1, -0.3], [0.4, -0.3, 0.1], [-0.4, -0.3, -0.3], [0.3, 0.0, 0.8], [0.2, 0.0, -0.2], [0.1, -0.3, 0.0], [0.3, 0.5, -0.1], [0.6, 0.0, 0.0], [-0.4, 0.0, 0.5], [0.1, 0.6, 0.2], [0.2, 0.0, 0.4], [0.0, 0.1, -0.4], [0.1, 0.6, -0.9], [0.5, 0.4, -0.2], [-0.4, 0.9, 0.0], [-1.5, -0.7, -0.4], [0.0, -0.7, 0.4], [-0.5, 0.3, -1.2], [2.3, -1.1, 1.6], [-0.9, 0.8, -1.9], [1.1, -1.2, 0.3], [-0.2, -0.2, 0.3], [0.0, -0.1, 0.1], [0.1, -0.3, 0.2], [0.2, -0.2, 0.1], [0.3, 0.1, 0.4], [0.4, 0.2, -0.1], [-0.1, 0.5, 0.1], [-0.1, -0.1, 0.0], [-0.5, 0.3, 0.5], [0.1, -0.1, 0.3], [-0.6, -0.3, 0.4], [0.0, 0.9, 0.1], [-0.2, 0.4, -0.2], [0.0, -0.2, -0.1], [-0.1, -0.1, 0.0], [1.6, 1.1, -0.6], [0.0, -0.8, 0.5], [0.3, -1.3, 0.3], [0.4, 0.8, 0.4], [-1.1, 0.6, 0.6], [1.4, -0.4, 0.9], [0.0, -0.2, -1.2], [0.5, 0.3, 0.2], [-1.0, 0.2, -0.3], [-1.2, 0.1, -1.2], [0.0, 0.1, 0.9], [-0.1, 0.0, -0.1], [-0.6, -0.1, -0.4], [0.0, -0.4, 0.4], [-0.3, 0.3, -0.6], [-0.2, -0.4, 0.3], [-0.4, 0.0, 0.1], [0.7, -0.2, 0.2], [-0.3, -1.0, -0.2], [-0.4, 0.1, 0.1], [0.2, -0.3, 0.0], [0.0, 0.4, -0.1], [1.0, 0.6, -0.8], [-0.4, 0.3, 0.5], [0.8, -0.4, 0.0], [0.0, 0.9, 0.5], [1.1, -0.8, -0.9], [-1.2, 1.8, 0.9], [0.4, -1.4, 0.7], [0.3, 0.6, -0.2], [0.5, 0.7, 0.6], [1.0, -3.9, -0.2], [-1.9, 0.4, -1.2], [-0.7, 0.3, 0.2], [-0.1, -0.1, -1.0], [-0.6, 0.1, 0.2], [0.1, -0.3, -0.1], [0.5, -0.6, 0.0], [-0.4, 0.5, 0.4], [0.3, -0.2, -0.6], [0.3, -0.2, 0.3], [-0.2, -0.3, 0.4], [-0.1, 0.3, -0.3], [-0.4, 0.7, 0.5], [0.1, -0.3, -0.1], [0.3, 0.0, 0.1], [0.3, 0.2, -0.1], [-0.4, 1.9, 0.0], [0.2, -0.9, -0.5], [0.6, 2.2, 0.3], [1.6, 0.6, -0.6], [-2.3, -1.2, 1.6], [-0.2, -0.2, -2.0], [0.0, 1.0, -0.1], [-0.4, -1.2, 0.5], [-0.5, -0.6, 0.0], [0.2, 0.8, -1.1], [0.1, -0.7, -0.5], [-0.6, 0.1, 0.0], [-1.1, 0.0, 0.4], [0.4, -0.5, -0.2], [-0.1, 0.6, 1.2], [0.7, -0.7, -0.3], [0.1, 0.3, 0.0], [0.6, -0.5, 0.3], [0.4, -0.5, 0.8], [-0.4, 0.5, -0.2], [0.1, -1.0, 0.2], [0.7, 0.6, 1.1], [-0.5, 0.6, -0.2], [0.4, 0.3, -0.4], [-0.3, 0.2, -0.1], [-1.0, -0.9, -0.1], [0.2, -0.1, 0.2], [0.3, -2.1, -1.4], [-0.6, -1.6, 0.9], [2.3, 1.2, -2.2], [-0.2, -1.5, 1.4], [1.0, -0.5, -0.2], [-0.5, 2.2, -0.5], [-0.3, -1.4, 1.4], [0.1, -0.1, 0.0], [-0.2, 0.5, 0.0], [0.5, 0.6, 0.4], [-0.1, 0.9, -0.2], [0.2, 0.4, 0.1], [-0.6, 1.2, 0.3], [-0.6, 0.4, 0.3], [-0.5, 0.2, 0.4], [0.5, -0.4, 0.0], [-0.7, -0.2, 0.0], [-0.3, -0.2, 0.3], [0.0, 0.0, -0.7], [0.5, 0.0, 0.7], [0.2, 0.6, -0.3], [0.0, 0.5, -0.8]], "homo_lumo_gap_ha": 0.298, "energy_ev": -137042.0184, "smiles": "CC1(C)CCCC(C)(C)N1O.CC1(C)CCCC(C)(C)N1O.CC1(C)CCCC(C)(C)N1O.CC1(C)CCCC(C)(C)N1O.COCCNCCOC.COCCNCCOC.COCCNCCOC.COCCNCCOC.COCCNCCOC.COCCNCCOC.COCCNCCOC", "max_force_ev_per_a": 5.79, "lumo_energy_ev": 0.38}